1.
CH3N2O3S | ωB97M-V with the def2-TZVPD basis set

Structure (XYZ):
```
10
Properties=species:S:1:pos:R:3:forces:R:3:lowdin_charge:R:1
S -2.03272 -0.65787 0.84569 1.6022 0.5923 -0.0695 1.14
O 1.91452 0.93528 -1.06690 1.2236 0.5006 -0.4121 0.20
O -1.99688 0.86661 0.59623 0.9717 1.9240 0.7000 -0.28
O -2.42040 -1.28354 -0.35320 -0.2801 -0.0289 0.0682 -0.29
N 0.51063 -0.79268 0.17673 0.1247 2.0859 0.9763 0.04
N 2.03929 -0.60491 0.78816 -1.0789 0.6642 -1.7669 0.28
C 1.60617 0.01803 -0.22862 -0.8964 -0.6841 1.8186 -0.52
H 0.46170 -1.64180 -0.30942 0.2202 -1.7299 -1.0213 0.06
H -1.43662 1.59127 1.10603 -1.4718 -2.3190 -0.8301 0.20
H 1.35431 1.56958 -1.55470 -0.4152 -1.0050 0.5369 0.17
```
Positions in Å, forces in eV/Å.

Computed properties:
* relative energy (zero: lowest compared OMol25 entry of this formula, charge and spin): 175.8 kJ/mol
* charge: +1
* HOMO-LUMO gap (alpha / beta): 7.336 / 7.338 eV
* HOMO energy (alpha / beta): -14.6 / -14.6 eV

=====

2.
C30H43F3NO13 | ωB97M-V with the def2-TZVPD basis set

Structure (XYZ):
```
90
Properties=species:S:1:pos:R:3:forces:R:3:lowdin_charge:R:1
F 3.20824 -8.66173 -2.68590 0.0811 -0.0062 0.0441 0.08
F -0.73715 1.03396 7.08303 -0.0092 -0.0829 0.0385 0.08
F -1.53450 -4.82620 2.90914 0.1504 0.0315 -0.0599 0.07
O -1.25281 -0.56869 4.08229 -0.0506 -0.0659 0.2921 0.07
O 2.40344 -5.38852 -1.98780 0.3230 -0.3236 -0.0796 0.05
O -3.43724 -4.61288 -1.09116 0.0475 -0.0402 0.0447 0.17
O 4.15540 -6.61376 -2.67282 -0.1871 0.1835 0.4495 0.14
O -2.12039 -4.84359 0.73156 -0.2971 0.6528 -0.0069 0.12
O 4.29391 -4.35889 -2.64877 -0.0619 -0.0708 -0.0037 0.18
O -3.67693 0.62101 -0.42104 -0.3133 0.4925 0.3145 -0.10
O -4.00005 -3.61336 0.84437 0.3569 -0.2470 -0.0988 0.08
O -2.26043 2.49419 -0.29399 0.0122 -0.5858 -0.3902 -0.10
O -1.87820 -0.71894 6.23036 0.3318 -0.2937 -0.4009 0.14
O 2.14142 5.23887 -2.15034 0.6267 -0.0739 0.5427 0.00
O -2.83848 -2.04995 4.67573 0.0419 0.1271 0.0996 0.17
O -2.40748 1.52434 -3.44467 -0.1529 -0.1636 0.3782 -0.07
N 1.71151 4.37823 -1.30018 -1.7729 -0.2093 -1.2047 -0.12
C -3.55745 1.98184 -0.12516 -0.4741 0.6119 -0.5761 -0.24
C 0.46342 2.14674 -1.27301 -0.0285 0.4709 0.1416 -0.06
C 3.01592 2.35690 -1.64688 -0.2163 0.6490 0.4008 -0.02
C -0.58227 0.47886 4.78728 0.4032 0.2270 -0.3846 -0.06
C 1.97159 -6.75217 -2.02490 -0.4668 0.0444 0.2567 -0.05
C 3.68444 -0.96476 0.36388 0.5133 -0.1651 -0.0692 -0.07
C -2.03784 -4.05691 1.91067 0.0654 -0.4412 0.3195 -0.32
C -3.21426 -4.37916 0.04960 -0.2244 -0.1541 -0.3292 -0.55
C 3.08279 0.20015 0.78084 0.6882 1.0606 0.4666 -0.08
C 3.28133 -7.49806 -1.99602 -0.0077 -0.1861 -0.4323 -0.32
C 1.52897 -1.89923 -0.00545 -0.4904 -0.6108 -0.1473 -0.26
C 0.96749 -0.71879 0.41537 -1.1354 -0.1465 0.0501 -0.02
C 1.41385 3.02233 -3.38238 -0.3134 -0.7588 0.3504 -0.03
C -2.53436 0.36294 -2.60804 -0.2946 0.4897 -0.5024 -0.20
C 0.87931 6.17277 0.09700 0.3981 -0.1882 -0.9325 -0.04
C 1.71715 0.37048 0.80078 -0.1199 0.3419 0.1025 -0.23
C 2.90392 -2.01641 -0.05178 0.1575 -0.7170 -0.1778 -0.04
C 0.11576 2.35426 0.21404 -0.2293 0.6244 0.1051 -0.33
C 0.49473 4.83426 -0.60445 -0.4751 1.6073 1.4651 -0.47
C -2.06734 -1.19632 4.96633 -0.2388 -0.0500 0.0034 -0.53
C 0.63550 -3.03751 -0.44080 0.2216 0.2011 -0.5416 -0.04
C 1.08458 1.67844 1.23138 -0.3410 -0.8400 0.2507 -0.07
C 1.61806 2.99548 -1.84661 1.1714 -0.8967 -1.0053 -0.44
C -3.85240 0.36361 -1.80402 0.6575 -1.3227 -0.2844 -0.17
C -1.30514 1.82724 0.50635 0.4068 0.4069 1.0444 -0.17
C -0.66563 5.20222 -1.55237 -0.0912 -0.6301 -0.0081 -0.01
C 0.06756 3.89148 0.53965 0.7848 -0.2440 -0.6018 -0.05
C -0.65507 0.00000 6.21352 -0.2914 0.3211 0.2053 -0.31
C -3.47062 -3.68136 2.17323 -0.3287 0.4364 0.1859 -0.05
C 3.67862 -5.35254 -2.45875 0.1232 0.3412 -0.1926 -0.54
H 1.34025 1.96501 -3.67686 -0.0165 0.1761 -0.0327 0.10
H -1.37633 -3.20560 1.73489 0.1118 -0.0750 0.1075 0.16
H 3.32503 -2.94843 -0.42045 0.1576 0.1895 0.0465 0.11
H -1.37647 0.73717 0.46847 -0.1542 0.1763 -0.4169 0.11
H 0.45926 3.47638 -3.66176 0.2697 0.2235 -0.0599 0.08
H -4.24476 -0.65782 -1.87089 -0.0723 0.1781 0.2570 0.13
H 0.59972 -3.85711 0.28329 -0.0021 0.0951 -0.0773 0.08
H 0.69349 1.10476 -1.52108 0.0204 0.0814 0.2831 0.13
H 4.76768 -1.02971 0.34566 -0.1069 -0.0452 -0.0073 0.11
H 0.16082 -0.66025 6.51291 -0.0066 0.0616 0.1085 0.18
H -0.12066 -0.69860 0.43016 0.1482 0.1887 0.0451 0.11
H -3.93432 2.22030 0.87976 0.2368 -0.6173 0.0763 0.14
H -2.94166 2.20681 -3.02225 0.2676 0.1557 -0.1498 0.07
H -4.00015 -4.44820 2.74074 0.1680 -0.1125 -0.0115 0.15
H 1.87104 2.34362 1.60045 -0.1094 0.0923 -0.3458 0.12
H -1.20316 4.33407 -1.94725 0.1732 0.0628 0.0103 0.07
H -4.61211 1.00842 -2.26894 0.2234 0.1708 0.1591 0.13
H -0.30539 5.81203 -2.38340 -0.0139 0.0010 0.1559 0.09
H 1.41363 -6.93198 -2.94487 0.1588 -0.1224 -0.0601 0.15
H 1.33423 -6.98352 -1.17452 0.0406 0.2216 0.0603 0.14
H 0.43937 0.59736 4.43302 -0.0480 -0.1985 -0.1339 0.14
H 1.03123 -3.42269 -1.38488 -0.1214 -0.2095 0.1964 0.07
H 1.88804 6.06716 0.50891 -0.2652 0.0815 0.3022 0.09
H -4.18860 2.53980 -0.83544 0.1861 0.0933 0.1667 0.14
H 0.13893 6.46882 0.84256 0.1330 -0.1419 0.0139 0.09
H 2.27335 3.43046 -3.90979 -0.2539 0.3107 0.0724 0.08
H -2.52003 -0.49650 -3.28615 0.0012 0.1040 0.1043 0.12
H -0.92395 4.22305 0.85900 0.0567 -0.1723 -0.0638 0.12
H 0.75958 4.10512 1.36363 -0.1762 -0.1627 -0.0016 0.12
H 3.70970 1.03508 1.08970 -0.0304 -0.1220 -0.0437 0.11
H 0.94484 6.94576 -0.67406 -0.0353 0.0349 0.2326 0.08
H -1.11957 1.41729 4.63902 -0.0502 -0.0074 0.2064 0.15
H -0.37872 -2.68673 -0.66210 0.0806 -0.0700 0.2383 0.08
H 3.00928 1.28261 -1.83754 0.0352 0.1237 -0.0152 0.09
H -1.39266 5.76278 -0.95475 0.0989 0.0496 -0.1875 0.09
H 3.66799 -7.69527 -0.99426 0.0214 -0.1346 -0.0453 0.17
H -0.43293 2.37878 -1.85952 0.0934 0.0170 0.1734 0.10
H 0.47121 1.43065 2.12207 0.1973 0.2910 -0.1879 0.11
H -1.50820 2.10967 1.56044 -0.0111 -0.2029 -0.1254 0.13
H -1.66109 0.29028 -1.94782 -0.2441 -0.0566 0.1065 0.10
H 3.70908 2.87041 -2.32017 -0.0185 -0.2039 0.0479 0.09
H -3.56996 -2.72954 2.68754 -0.0632 -0.0396 -0.2531 0.11
H 3.37008 2.56746 -0.63257 -0.0308 -0.2929 -0.0746 0.07
```
Positions in Å, forces in eV/Å.

Computed properties:
* HOMO-LUMO gap (alpha / beta): 8.587 / 9.343 eV
* multiplicity: 2
* HOMO energy (alpha / beta): -8.4 / -9.1 eV

=====

3.
C3H7IS | ωB97M-V with the def2-TZVPD basis set

Structure (XYZ):
```
12
Properties=species:S:1:pos:R:3:forces:R:3:lowdin_charge:R:1
I -3.93601 0.08987 -0.14042 0.5325 0.8362 0.4248 0.33
S 0.27570 -1.90354 1.81515 0.3781 -0.2117 0.3164 0.67
C 0.91664 0.32837 0.40923 -0.3138 0.8808 -0.0874 -0.35
C 1.18538 -1.04107 0.80886 -0.9468 -0.8296 -0.2864 -0.74
C 0.24792 0.20473 -1.01930 1.0124 0.5033 0.9994 -0.09
H -0.39268 -0.69531 -1.08508 0.1059 0.8420 0.0012 0.07
H 1.87147 0.82412 0.33208 0.4267 0.4461 -0.3924 0.10
H 1.84730 -1.49688 0.06454 0.3421 -0.3631 0.5630 0.07
H -3.13701 1.39013 0.52208 -0.5136 -0.8468 -0.4178 -0.30
H -0.25703 1.16805 -1.04071 -0.5341 -0.2963 -0.9201 0.06
H 0.32385 0.96341 1.10581 0.0875 -0.9314 -0.3519 0.11
H 1.05448 0.16813 -1.77225 -0.5768 -0.0293 0.1513 0.08
```
Positions in Å, forces in eV/Å.

Computed properties:
* relative energy (zero: lowest compared OMol25 entry of this formula, charge and spin): 72.3 kJ/mol
* HOMO-LUMO gap: 8.588 eV
* HOMO energy: -8.6 eV

=====

4.
C3H12NO | ωB97M-V with the def2-TZVPD basis set

Structure (XYZ):
```
17
Properties=species:S:1:pos:R:3:forces:R:3:lowdin_charge:R:1
O 2.22167 -0.59613 -2.73945 0.6621 -0.4153 -0.3657 -0.16
N -0.01982 0.15485 -1.19985 -0.8566 0.3268 -0.1397 0.03
C -1.05817 -0.19947 1.02368 -0.4375 -0.0516 -0.2437 -0.30
C 0.09535 0.43026 0.26506 1.4384 -1.0462 0.1315 -0.31
C -1.13849 0.31348 2.46203 0.7159 0.2296 -0.0288 -0.10
H -0.52936 0.97622 -1.62261 0.2266 -0.0660 -0.3699 0.05
H -1.93649 1.03104 2.60791 -0.1257 0.1439 -0.0704 0.07
H 2.48992 -0.57511 -3.68047 -0.2903 0.0954 0.4901 0.05
H -0.66688 -0.65071 -1.36158 0.3295 -0.0438 -0.0363 0.06
H -1.24303 -0.45594 3.21138 -0.1962 -0.4091 0.0411 0.06
H 1.04606 -0.04888 0.55512 -0.3878 0.1380 0.1820 0.11
H -0.94238 -1.28702 0.94336 0.0884 0.1224 0.2618 0.09
H 0.26642 1.48677 0.42828 -0.4454 0.2418 -0.1091 0.09
H 0.86832 -0.04483 -1.71494 -0.2368 0.2235 0.1636 0.07
H 2.72398 -1.34211 -2.35877 -0.2694 0.2931 -0.1147 0.04
H -0.19384 0.81595 2.70559 -0.1614 0.0391 0.0618 0.07
H -1.98326 -0.00836 0.47525 -0.0540 0.1783 0.1466 0.08
```
Positions in Å, forces in eV/Å.

Computed properties:
* relative energy (zero: lowest compared OMol25 entry of this formula, charge and spin): 36.6 kJ/mol
* HOMO-LUMO gap (alpha / beta): 4.006 / 12.603 eV
* multiplicity: 2
* HOMO energy (alpha / beta): -3.1 / -12.0 eV

=====

no.,electronic energy (eV)
1,-21030.9503
2,-68065.2909
3,-22159.0626
4,-6840.0321